{
  "formula": "C42H105N7",
  "method": "the ωB97M-V functional and the def2-TZVPD basis",
  "elements": ["C", "C", "N", "C", "C", "C", "C", "H", "H", "H", "H", "H", "H", "H", "H", "H", "H", "H", "H", "H", "H", "H", "C", "C", "N", "C", "C", "C", "C", "H", "H", "H", "H", "H", "H", "H", "H", "H", "H", "H", "H", "H", "H", "H", "C", "C", "N", "C", "C", "C", "C", "H", "H", "H", "H", "H", "H", "H", "H", "H", "H", "H", "H", "H", "H", "H", "C", "C", "N", "C", "C", "C", "C", "H", "H", "H", "H", "H", "H", "H", "H", "H", "H", "H", "H", "H", "H", "H", "C", "C", "N", "C", "C", "C", "C", "H", "H", "H", "H", "H", "H", "H", "H", "H", "H", "H", "H", "H", "H", "H", "C", "C", "N", "C", "C", "C", "C", "H", "H", "H", "H", "H", "H", "H", "H", "H", "H", "H", "H", "H", "H", "H", "C", "C", "N", "C", "C", "C", "C", "H", "H", "H", "H", "H", "H", "H", "H", "H", "H", "H", "H", "H", "H", "H"],
  "positions_angstrom": [[-1.500, 3.702, 7.676], [-2.074, 3.985, 6.233], [-1.739, 5.280, 5.610], [-0.411, 5.400, 5.147], [-0.100, 4.601, 3.846], [-1.924, 6.453, 6.548], [-2.468, 7.618, 5.696], [-1.646, 4.507, 8.397], [-0.420, 3.556, 7.659], [-1.916, 2.760, 8.031], [-1.906, 3.130, 5.578], [-3.163, 4.025, 6.256], [-0.030, 6.380, 4.857], [0.395, 5.052, 5.793], [0.981, 4.470, 3.872], [-0.707, 3.696, 3.835], [-0.466, 5.192, 3.007], [-1.043, 6.710, 7.136], [-2.786, 6.339, 7.206], [-1.711, 7.964, 4.992], [-2.742, 8.493, 6.286], [-3.363, 7.322, 5.149], [-0.284, -0.822, 1.222], [0.719, 0.336, 1.127], [0.977, 0.799, -0.246], [1.797, -0.168, -0.971], [1.639, 0.123, -2.502], [1.478, 2.220, -0.337], [0.620, 3.249, 0.288], [-1.298, -0.654, 0.860], [-0.250, -0.949, 2.304], [0.147, -1.714, 0.767], [0.270, 1.139, 1.713], [1.630, 0.148, 1.695], [2.817, -0.151, -0.587], [1.363, -1.127, -0.690], [2.184, 1.037, -2.738], [2.264, -0.688, -2.877], [0.623, 0.062, -2.890], [1.663, 2.457, -1.384], [2.455, 2.218, 0.146], [0.948, 4.289, 0.281], [0.552, 3.163, 1.372], [-0.357, 3.226, -0.195], [-1.048, -3.352, -8.381], [-2.016, -4.103, -7.460], [-2.261, -3.224, -6.306], [-3.413, -3.818, -5.561], [-3.955, -2.874, -4.464], [-1.177, -3.052, -5.405], [-0.828, -1.580, -5.357], [-0.139, -3.125, -7.823], [-1.395, -2.349, -8.629], [-0.848, -3.989, -9.242], [-2.946, -4.195, -8.020], [-1.634, -5.115, -7.326], [-4.201, -3.995, -6.293], [-3.210, -4.742, -5.019], [-4.229, -1.921, -4.917], [-4.868, -3.334, -4.086], [-3.248, -2.643, -3.667], [-0.317, -3.618, -5.762], [-1.392, -3.537, -4.453], [-1.689, -1.055, -4.943], [-0.573, -1.013, -6.251], [-0.107, -1.410, -4.557], [-0.336, 3.608, -3.305], [-1.040, 4.773, -3.930], [-1.324, 5.871, -3.014], [-2.702, 6.062, -2.606], [-3.057, 5.029, -1.618], [-0.645, 7.105, -3.426], [-0.434, 8.044, -2.286], [0.663, 3.869, -2.957], [-0.201, 2.700, -3.893], [-0.948, 3.361, -2.437], [-0.452, 5.192, -4.747], [-1.970, 4.461, -4.403], [-3.394, 6.312, -3.411], [-2.602, 6.951, -1.983], [-2.181, 4.865, -0.991], [-3.414, 4.109, -2.081], [-3.801, 5.490, -0.968], [0.192, 6.973, -4.111], [-1.289, 7.691, -4.082], [-0.043, 7.546, -1.399], [0.197, 8.917, -2.453], [-1.379, 8.473, -1.955], [2.688, -3.604, 8.021], [1.523, -2.629, 7.765], [1.745, -1.682, 6.692], [1.599, -2.343, 5.392], [2.379, -1.570, 4.271], [1.245, -0.309, 6.921], [-0.324, -0.157, 6.812], [2.493, -4.160, 8.938], [3.602, -3.046, 8.222], [2.960, -4.335, 7.259], [0.564, -3.143, 7.706], [1.400, -2.025, 8.664], [2.082, -3.319, 5.369], [0.563, -2.543, 5.117], [1.997, -0.551, 4.325], [3.411, -1.622, 4.619], [2.100, -1.936, 3.283], [1.718, 0.330, 6.175], [1.684, 0.082, 7.838], [-0.895, -0.936, 7.317], [-0.644, -0.219, 5.772], [-0.647, 0.804, 7.213], [-0.841, -3.824, 3.456], [-1.470, -4.441, 4.660], [-1.078, -5.831, 4.924], [0.276, -5.874, 5.529], [0.902, -7.336, 5.294], [-2.088, -6.538, 5.783], [-3.113, -7.190, 4.760], [-1.111, -4.311, 2.519], [0.242, -3.934, 3.504], [-1.112, -2.771, 3.378], [-1.329, -3.842, 5.560], [-2.532, -4.306, 4.454], [1.015, -5.099, 5.325], [0.072, -5.696, 6.585], [0.435, -8.211, 5.747], [1.106, -7.757, 4.310], [1.917, -7.394, 5.688], [-2.568, -5.836, 6.465], [-1.599, -7.406, 6.227], [-2.682, -7.866, 4.022], [-3.481, -6.353, 4.168], [-4.118, -7.445, 5.097], [3.496, -1.491, -5.696], [2.981, -1.802, -7.106], [3.389, -0.782, -8.081], [2.606, -0.926, -9.429], [1.083, -0.534, -9.308], [4.828, -0.663, -8.336], [5.411, -1.657, -9.348], [4.561, -1.674, -5.550], [2.989, -2.095, -4.943], [3.308, -0.492, -5.303], [3.346, -2.807, -7.319], [1.900, -1.902, -7.002], [2.969, -0.128, -10.077], [2.605, -1.906, -9.907], [0.469, -0.927, -8.498], [0.883, 0.536, -9.243], [0.517, -0.738, -10.217], [5.349, -0.692, -7.379], [4.980, 0.320, -8.783], [4.835, -1.703, -10.272], [5.449, -2.645, -8.890], [6.396, -1.306, -9.656]],
  "lowdin_spin": [0.000, 0.000, 0.000, 0.000, 0.000, 0.000, 0.000, 0.000, 0.000, 0.000, 0.000, 0.000, 0.000, 0.000, 0.000, 0.000, 0.000, 0.000, 0.000, 0.000, 0.000, 0.000, 0.000, 0.000, 0.000, 0.000, 0.000, 0.000, 0.000, 0.000, 0.000, 0.000, 0.000, 0.000, 0.000, 0.000, 0.000, 0.000, 0.000, 0.000, 0.000, 0.000, 0.000, 0.000, 0.000, 0.000, 0.000, 0.000, 0.000, 0.000, 0.000, 0.000, 0.000, 0.000, 0.000, 0.000, 0.000, 0.000, 0.000, 0.000, 0.000, 0.000, 0.000, 0.000, 0.000, 0.000, 0.000, 0.000, 0.000, 0.000, 0.000, 0.000, 0.000, 0.000, 0.000, 0.000, 0.000, 0.000, 0.000, 0.000, 0.000, 0.000, 0.000, 0.000, 0.000, 0.000, 0.000, 0.000, 0.024, 0.063, 0.636, 0.062, 0.013, 0.050, 0.051, 0.001, 0.000, 0.000, 0.029, 0.000, 0.004, 0.031, 0.000, 0.000, 0.000, 0.006, 0.004, 0.001, 0.001, 0.004, 0.003, 0.002, 0.006, 0.001, 0.000, 0.000, 0.000, 0.000, 0.001, 0.000, 0.001, 0.000, 0.000, 0.001, 0.000, 0.000, 0.000, 0.000, 0.000, 0.000, 0.000, 0.000, 0.000, 0.000, 0.000, 0.000, 0.000, 0.000, 0.000, 0.000, 0.000, 0.000, 0.000, 0.000, 0.000, 0.000, 0.000, 0.000, 0.000, 0.000, 0.000, 0.000, 0.000, 0.000],
  "charge": 1,
  "e_above_lowest_ev": 1.322,
  "homo_energy_ev": [-9.3, -9.3],
  "gap_ha": [0.256, 0.084],
  "s2": 0.75,
  "multiplicity": 2
}

---

{
  "formula": "C42H106BN8O19",
  "method": "the ωB97M-V functional and the def2-TZVPD basis",
  "elements": ["O", "C", "O", "B", "O", "C", "O", "O", "C", "O", "C", "O", "O", "C", "C", "C", "O", "C", "N", "H", "H", "H", "H", "H", "H", "H", "H", "H", "H", "H", "C", "C", "C", "O", "C", "N", "H", "H", "H", "H", "H", "H", "H", "H", "H", "H", "H", "C", "C", "C", "O", "C", "N", "H", "H", "H", "H", "H", "H", "H", "H", "H", "H", "H", "C", "C", "C", "O", "C", "N", "H", "H", "H", "H", "H", "H", "H", "H", "H", "H", "H", "C", "C", "C", "O", "C", "N", "H", "H", "H", "H", "H", "H", "H", "H", "H", "H", "H", "C", "C", "C", "O", "C", "N", "H", "H", "H", "H", "H", "H", "H", "H", "H", "H", "H", "C", "C", "C", "O", "C", "N", "H", "H", "H", "H", "H", "H", "H", "H", "H", "H", "H", "C", "C", "C", "O", "C", "N", "H", "H", "H", "H", "H", "H", "H", "H", "H", "H", "H", "C", "C", "O", "H", "H", "H", "H", "H", "H", "C", "C", "O", "H", "H", "H", "H", "H", "H", "C", "C", "O", "H", "H", "H", "H", "H", "H"],
  "positions_angstrom": [[-13.246, 2.495, -31.883], [-14.439, 2.971, -31.916], [-14.728, 4.226, -31.806], [-16.203, 4.416, -31.886], [-16.714, 3.129, -32.368], [-15.806, 2.209, -32.203], [-15.916, 1.001, -32.371], [-16.455, 5.654, -32.707], [-16.971, 6.597, -31.981], [-17.165, 7.735, -32.338], [-17.201, 6.063, -30.541], [-16.792, 4.745, -30.553], [-17.767, 6.698, -29.651], [-16.745, 0.245, -36.575], [-16.972, -0.961, -35.669], [-18.439, -1.278, -35.430], [-19.112, -0.125, -34.803], [-20.446, -0.420, -34.565], [-16.221, -2.123, -36.164], [-17.018, -0.046, -37.589], [-15.749, 0.685, -36.618], [-17.396, 1.008, -36.150], [-16.625, -0.648, -34.684], [-18.451, -2.117, -34.734], [-18.969, -1.622, -36.319], [-20.464, -1.351, -33.999], [-20.958, -0.601, -35.511], [-20.942, 0.362, -33.990], [-16.276, -2.844, -35.459], [-15.247, -1.868, -36.247], [-10.842, 5.076, -34.585], [-10.671, 3.743, -35.273], [-11.559, 2.602, -34.685], [-11.463, 1.342, -35.322], [-12.250, 0.414, -34.682], [-10.979, 4.004, -36.661], [-10.155, 5.789, -35.041], [-10.441, 5.033, -33.572], [-11.778, 5.626, -34.494], [-9.625, 3.454, -35.175], [-12.468, 3.092, -34.337], [-11.123, 2.519, -33.690], [-13.300, 0.593, -34.912], [-12.145, 0.450, -33.597], [-12.107, -0.522, -35.222], [-11.815, 4.570, -36.661], [-11.429, 3.134, -36.906], [-14.814, 3.993, -28.063], [-15.903, 3.848, -26.895], [-17.365, 4.195, -27.191], [-18.128, 3.643, -26.103], [-19.482, 4.167, -26.233], [-15.704, 2.508, -26.334], [-14.725, 5.078, -28.110], [-15.116, 3.724, -29.076], [-13.836, 3.599, -27.789], [-15.645, 4.585, -26.135], [-17.642, 3.716, -28.131], [-17.401, 5.273, -27.345], [-19.966, 3.704, -27.093], [-19.550, 5.252, -26.318], [-20.157, 3.793, -25.464], [-14.714, 2.531, -26.135], [-15.630, 2.070, -27.241], [-15.499, 10.320, -34.333], [-15.787, 10.908, -32.961], [-17.182, 11.569, -32.751], [-17.486, 11.877, -31.393], [-17.945, 10.753, -30.572], [-15.273, 9.905, -32.030], [-15.355, 11.174, -34.995], [-16.331, 9.662, -34.584], [-14.615, 9.696, -34.461], [-15.012, 11.654, -32.789], [-18.009, 11.121, -33.302], [-17.262, 12.527, -33.264], [-18.752, 11.051, -29.902], [-17.204, 10.334, -29.891], [-18.350, 9.816, -30.953], [-15.343, 10.124, -31.047], [-15.887, 9.112, -32.145], [-20.894, 7.411, -28.446], [-20.816, 8.936, -28.255], [-21.847, 9.501, -27.255], [-23.267, 9.415, -27.526], [-23.690, 10.021, -28.798], [-19.483, 9.224, -27.803], [-21.973, 7.261, -28.471], [-20.475, 6.943, -27.556], [-20.459, 7.129, -29.405], [-21.042, 9.357, -29.235], [-21.626, 10.552, -27.065], [-21.661, 9.100, -26.259], [-24.711, 10.285, -29.076], [-23.244, 9.447, -29.609], [-23.271, 11.022, -28.900], [-18.864, 8.812, -28.487], [-19.165, 8.598, -27.077], [-14.239, -1.386, -28.927], [-14.149, -0.066, -28.120], [-12.656, 0.524, -28.149], [-12.510, 1.192, -26.921], [-11.259, 1.798, -26.667], [-15.097, 0.867, -28.808], [-15.292, -1.633, -29.058], [-13.704, -2.246, -28.523], [-13.785, -1.203, -29.901], [-14.520, -0.293, -27.121], [-12.458, 1.302, -28.885], [-11.851, -0.205, -28.248], [-10.442, 1.139, -26.962], [-11.116, 1.798, -25.587], [-11.222, 2.848, -26.960], [-14.527, 1.392, -29.456], [-15.673, 0.226, -29.335], [-17.469, 4.595, -21.497], [-17.682, 4.840, -23.015], [-17.536, 6.302, -23.500], [-17.683, 6.308, -24.924], [-17.645, 7.511, -25.659], [-16.761, 3.896, -23.759], [-17.444, 3.545, -21.203], [-18.376, 5.049, -21.100], [-16.660, 5.185, -21.067], [-18.722, 4.594, -23.227], [-16.567, 6.610, -23.106], [-18.284, 6.893, -22.973], [-18.440, 8.154, -25.282], [-17.821, 7.328, -26.719], [-16.689, 8.003, -25.477], [-16.186, 3.726, -22.946], [-16.146, 4.602, -24.138], [-21.113, 3.016, -32.209], [-21.067, 3.092, -30.685], [-21.888, 1.974, -29.934], [-21.463, 0.804, -30.585], [-22.530, 0.044, -31.032], [-19.660, 3.127, -30.151], [-20.915, 1.990, -32.519], [-20.300, 3.587, -32.656], [-22.099, 3.337, -32.545], [-21.598, 4.014, -30.447], [-22.915, 2.271, -30.146], [-21.707, 1.947, -28.860], [-22.175, -0.795, -31.632], [-23.316, 0.621, -31.519], [-23.072, -0.368, -30.181], [-19.070, 3.876, -30.483], [-19.171, 2.276, -30.391], [-11.799, 4.837, -29.334], [-11.328, 4.934, -30.744], [-11.067, 6.273, -30.978], [-12.226, 3.835, -29.306], [-12.700, 5.425, -29.159], [-11.079, 5.073, -28.551], [-12.104, 4.574, -31.419], [-10.448, 4.320, -30.935], [-10.140, 6.517, -30.928], [-18.820, -2.173, -30.961], [-18.670, -0.682, -30.773], [-17.288, -0.489, -30.492], [-18.750, -2.713, -30.017], [-18.077, -2.676, -31.580], [-19.823, -2.246, -31.381], [-19.164, -0.327, -29.869], [-19.105, -0.059, -31.554], [-16.972, -0.167, -31.340], [-15.262, 7.074, -35.980], [-14.607, 5.775, -35.711], [-13.635, 5.420, -36.726], [-15.859, 7.011, -36.890], [-14.606, 7.923, -36.170], [-15.981, 7.261, -35.182], [-15.345, 4.973, -35.697], [-14.042, 5.736, -34.780], [-13.049, 6.119, -37.024]],
  "lowdin_spin": [0.000, 0.000, 0.000, 0.000, 0.000, 0.000, 0.000, 0.001, 0.000, 0.004, 0.000, 0.000, 0.000, 0.000, 0.000, 0.000, 0.000, 0.000, 0.000, 0.000, 0.000, 0.000, 0.000, 0.000, 0.000, 0.000, 0.000, 0.000, 0.000, 0.000, 0.000, 0.000, 0.000, 0.000, 0.000, 0.000, 0.000, 0.000, 0.000, 0.000, 0.000, 0.000, 0.000, 0.000, 0.000, 0.000, 0.000, 0.000, 0.000, 0.000, 0.000, 0.000, 0.001, 0.000, 0.000, 0.000, 0.000, 0.000, 0.000, 0.000, 0.000, 0.000, 0.000, 0.000, 0.023, 0.093, 0.079, 0.090, 0.024, 0.595, 0.004, 0.000, -0.001, 0.016, 0.009, 0.005, 0.008, 0.013, 0.000, 0.019, 0.019, 0.000, 0.000, 0.000, 0.000, 0.000, 0.000, 0.000, 0.000, 0.000, 0.000, 0.000, 0.000, 0.000, 0.000, 0.000, 0.000, 0.000, 0.000, 0.000, 0.000, 0.000, 0.000, 0.000, 0.000, 0.000, 0.000, 0.000, 0.000, 0.000, 0.000, 0.000, 0.000, 0.000, 0.000, 0.000, 0.000, 0.000, 0.000, 0.000, 0.000, 0.000, 0.000, 0.000, 0.000, 0.000, 0.000, 0.000, 0.000, 0.000, 0.000, 0.000, 0.000, 0.000, 0.000, 0.000, 0.000, 0.000, 0.000, 0.000, 0.000, 0.000, 0.000, 0.000, 0.000, 0.000, 0.000, 0.000, 0.000, 0.000, 0.000, 0.000, 0.000, 0.000, 0.000, 0.000, 0.000, 0.000, 0.000, 0.000, 0.000, 0.000, 0.000, 0.000, 0.000, 0.000, 0.000, 0.000, 0.000, 0.000, 0.000, 0.000, 0.000, 0.000, 0.000, 0.000],
  "homo_energy_ev": [-7.5, -7.5],
  "gap_ha": [0.254, 0.045],
  "s2": 0.76,
  "multiplicity": 2
}

---

Number 1 is which compound? C42H105N7